Entry 1:
{
  "formula": "C30H27BrN2O6SSn",
  "method": "ωB97M-V/def2-TZVPD",
  "species": ["Sn", "O", "C", "C", "C", "C", "C", "C", "C", "O", "N", "N", "C", "C", "Br", "C", "C", "C", "C", "C", "C", "C", "H", "H", "H", "H", "H", "H", "H", "H", "H", "H", "H", "H", "H", "H", "C", "S", "O", "C", "C", "C", "C", "C", "C", "H", "H", "H", "H", "H", "H", "H", "H", "O", "C", "C", "C", "C", "C", "C", "C", "O", "O", "H", "H", "H", "H", "H"],
  "positions_angstrom": [[0.491, -0.261, 0.319], [-0.680, -2.347, -1.793], [-1.359, -2.066, -2.939], [-1.646, -3.068, -3.857], [-2.396, -2.798, -4.987], [-2.865, -1.509, -5.230], [-2.560, -0.502, -4.337], [-1.786, -0.757, -3.204], [-1.390, 0.444, -2.287], [-0.233, 0.436, -1.658], [-2.621, 0.579, -1.439], [-2.637, 0.269, -0.263], [-3.677, 0.746, 0.520], [-3.837, 0.347, 1.798], [-3.039, -1.240, 2.355], [-4.715, 1.120, 2.618], [-4.939, 1.078, 3.980], [-3.960, 0.624, 4.919], [-4.246, 0.668, 6.256], [-5.498, 1.126, 6.694], [-6.468, 1.577, 5.790], [-6.186, 1.588, 4.452], [-0.292, -3.229, -1.853], [-1.302, -4.080, -3.657], [-2.617, -3.595, -5.687], [-3.443, -1.288, -6.119], [-2.901, 0.510, -4.547], [-1.445, 1.329, -2.954], [-3.448, 1.020, -1.866], [-4.349, 1.516, 0.140], [-5.297, 1.869, 2.078], [-2.975, 0.325, 4.575], [-3.504, 0.356, 6.981], [-5.713, 1.152, 7.757], [-7.428, 1.924, 6.149], [-6.924, 1.938, 3.738], [4.734, -2.154, 1.514], [3.997, -1.679, -0.027], [2.488, -1.566, 0.290], [4.602, -0.023, -0.179], [4.899, 0.391, -1.474], [5.261, 1.712, -1.698], [5.326, 2.600, -0.631], [5.031, 2.174, 0.662], [4.662, 0.860, 0.894], [4.479, -1.443, 2.298], [5.815, -2.204, 1.364], [4.344, -3.140, 1.758], [4.851, -0.314, -2.299], [5.487, 2.046, -2.703], [5.608, 3.633, -0.806], [5.082, 2.871, 1.491], [4.419, 0.545, 1.902], [1.061, 2.310, 4.205], [1.302, 3.466, 3.478], [1.658, 4.652, 4.095], [1.933, 5.783, 3.336], [1.870, 5.732, 1.956], [1.519, 4.546, 1.341], [1.213, 3.413, 2.094], [0.811, 2.151, 1.404], [1.593, 1.676, 0.511], [-0.290, 1.570, 1.684], [1.231, 2.484, 5.132], [1.727, 4.686, 5.180], [2.211, 6.706, 3.832], [2.093, 6.611, 1.363], [1.470, 4.483, 0.257]],
  "forces_ev_per_a": [[-0.1, -0.1, -0.1], [0.0, 0.3, 0.0], [-0.1, 0.1, 0.0], [-0.1, -0.2, -0.1], [0.0, 0.1, -0.1], [-0.1, -0.1, -0.1], [0.1, 0.0, 0.0], [0.1, 0.2, 0.5], [1.2, -0.6, -1.4], [-0.6, -0.1, 0.6], [-0.2, 0.7, -0.9], [0.2, 0.0, 1.7], [-0.3, 0.2, -0.2], [0.3, -0.4, 0.2], [0.2, 0.0, 0.1], [-0.3, 0.1, 0.0], [0.3, 0.0, 0.1], [0.0, -0.1, 0.0], [0.1, 0.0, 0.2], [0.0, 0.0, -0.1], [-0.1, -0.1, 0.2], [0.0, 0.2, 0.0], [0.0, 0.0, 0.0], [0.0, 0.1, -0.1], [0.0, 0.1, 0.1], [0.0, -0.1, 0.1], [0.1, -0.1, 0.0], [-0.4, 0.1, 0.3], [0.1, 0.0, -0.2], [0.3, 0.1, -0.2], [-0.1, -0.3, -0.1], [-0.2, 0.0, 0.1], [-0.1, 0.1, -0.1], [0.0, 0.0, -0.1], [0.0, 0.0, 0.0], [0.1, 0.0, 0.1], [0.2, -0.1, 0.2], [-0.6, 0.2, -0.1], [0.5, 0.2, -0.2], [0.0, 0.1, -0.1], [0.0, 0.0, 0.0], [0.0, 0.1, 0.1], [0.0, 0.0, 0.0], [0.0, 0.1, 0.0], [0.0, 0.0, 0.0], [0.0, -0.1, 0.0], [-0.1, 0.0, 0.1], [0.0, 0.0, 0.0], [0.0, 0.1, 0.1], [0.0, 0.0, 0.1], [0.0, -0.1, 0.0], [0.0, -0.1, -0.1], [0.0, 0.0, -0.1], [0.0, 0.5, -0.7], [-0.2, -0.6, 0.6], [0.1, 0.3, 0.2], [0.0, -0.1, 0.4], [0.0, 0.1, -0.3], [-0.1, -0.3, -0.2], [0.0, -0.2, -0.4], [-0.7, -0.1, 0.2], [-0.4, -0.5, 0.1], [0.9, 0.4, -0.4], [0.1, 0.1, 0.2], [0.0, 0.0, -0.1], [0.0, -0.1, 0.0], [0.0, -0.1, 0.0], [0.0, 0.0, 0.1]],
  "orbital_gap_ev": [3.6, 3.6],
  "mol_weight_da": 742.24,
  "fmax_ha_per_bohr": 0.03727,
  "lumo_ha": [-0.335, -0.335],
  "charge": 2,
  "multiplicity": 1
}

---

Entry 2:
{
  "formula": "C5H13ClNO",
  "method": "ωB97M-V/def2-TZVPD",
  "species": ["C", "C", "C", "C", "C", "N", "O", "Cl", "H", "H", "H", "H", "H", "H", "H", "H", "H", "H", "H", "H", "H"],
  "positions_angstrom": [[0.942, 1.220, -0.226], [-0.334, 0.880, 1.903], [-1.373, -0.733, -1.245], [2.137, -0.886, 1.230], [0.192, 0.268, 0.631], [-0.543, -0.827, 0.056], [3.073, -0.383, 0.289], [1.753, -2.536, 0.840], [1.791, 0.638, -0.668], [0.255, 1.683, -0.918], [1.368, 1.978, 0.392], [-1.290, 0.386, 2.036], [0.188, 0.424, 2.796], [-0.226, 1.997, 1.878], [-1.587, -1.737, -1.457], [-2.375, -0.245, -0.864], [-0.958, -0.178, -2.046], [2.313, -0.547, 2.332], [-1.244, -1.068, 0.800], [0.228, -1.520, -0.277], [3.735, 0.130, 0.757]],
  "forces_ev_per_a": [[-0.1, -1.7, -0.9], [0.7, -1.4, 0.6], [-2.9, 2.1, 3.2], [-0.7, 2.7, -0.6], [4.0, 0.4, 1.6], [0.3, -0.2, -1.7], [-1.2, -1.3, 1.8], [0.3, 0.2, 0.4], [-0.9, 1.1, -0.5], [0.1, 0.3, -0.7], [0.3, 0.5, 0.4], [-1.1, 1.1, 0.4], [-0.1, 0.9, -0.8], [-0.8, -1.2, 0.3], [-0.2, -1.3, -0.7], [1.9, -0.8, -1.3], [0.8, 0.4, -0.4], [-0.4, -1.1, -2.0], [1.3, -1.0, -0.9], [-1.5, 0.1, 1.7], [0.3, 0.2, 0.1]],
  "de_lowest_kcal_mol": 36.6,
  "orbital_gap_ev": 9.1,
  "mol_weight_da": 138.62,
  "fmax_ha_per_bohr": 0.09337,
  "lumo_ha": -0.124,
  "charge": 1,
  "multiplicity": 1
}

---

Entry 3:
{
  "formula": "C7H14N2",
  "method": "ωB97M-V/def2-TZVPD",
  "species": ["C", "C", "C", "C", "H", "H", "H", "H", "H", "H", "H", "H", "C", "N", "C", "C", "N", "H", "H", "H", "H", "H", "H"],
  "positions_angstrom": [[-1.655, 0.877, -0.377], [-1.143, -0.520, 1.668], [-0.806, -0.238, 0.208], [-0.665, -1.382, -0.620], [-2.203, -0.760, 1.764], [-2.701, 0.566, -0.423], [-1.609, 1.771, 0.247], [-1.332, 1.137, -1.385], [-0.549, -1.342, 2.059], [-0.921, 0.368, 2.265], [-1.328, -1.500, -1.472], [-0.358, -2.311, -0.151], [1.006, 0.539, 0.436], [1.776, -0.500, 0.996], [1.487, 0.712, -1.222], [1.270, -0.248, -2.037], [0.965, 1.630, 1.143], [2.262, -1.099, 0.349], [2.330, -0.186, 1.780], [0.378, 2.335, 0.706], [1.926, 1.686, -1.343], [0.456, -1.079, -1.510], [1.413, -0.458, -3.081]],
  "forces_ev_per_a": [[0.2, 0.0, 0.0], [0.7, 0.3, 0.1], [-1.5, -1.5, -1.0], [-0.9, 0.8, 1.4], [0.0, 0.0, -0.1], [0.0, 0.0, 0.0], [0.0, 0.0, 0.0], [0.0, 0.0, 0.0], [0.0, -0.1, 0.0], [0.0, 0.0, 0.0], [0.3, 0.2, -0.3], [0.1, 0.0, 0.0], [2.3, 1.0, -1.0], [-0.3, 0.0, 0.1], [-1.1, 0.2, 1.4], [-1.4, -1.4, 0.2], [-0.7, -0.6, 0.1], [0.0, 0.1, 0.0], [0.0, 0.0, -0.1], [0.2, 0.0, -0.2], [0.2, 0.0, 0.0], [1.4, 0.9, -0.7], [0.3, 0.2, -0.1]],
  "de_lowest_kcal_mol": 117.9,
  "orbital_gap_ev": [7.6, 7.6],
  "mol_weight_da": 126.20,
  "fmax_ha_per_bohr": 0.05315,
  "lumo_ha": [-0.011, -0.011],
  "multiplicity": 1
}

---

Entry 4:
{
  "formula": "C11H8AlClNO4",
  "method": "ωB97M-V/def2-TZVPD",
  "species": ["Al", "C", "O", "C", "O", "C", "O", "C", "O", "C", "H", "H", "C", "H", "H", "Cl", "C", "C", "C", "C", "N", "C", "H", "H", "H", "H"],
  "positions_angstrom": [[0.138, 0.454, 1.226], [-0.035, 1.921, 2.739], [0.003, 2.626, 3.630], [0.129, 1.701, -0.497], [0.075, 2.524, -1.325], [-1.787, 0.101, 0.572], [-2.872, -0.128, 0.269], [1.756, 0.804, 0.112], [2.788, 0.972, -0.409], [0.046, -2.351, -2.912], [1.007, -2.793, -2.671], [-0.867, -2.891, -2.670], [-0.016, -1.158, -3.505], [-0.981, -0.704, -3.775], [0.904, -0.620, -3.784], [3.197, -2.853, 4.535], [1.876, -2.675, 3.455], [1.059, -3.770, 3.156], [0.027, -3.590, 2.243], [-0.253, -2.325, 1.749], [0.534, -1.263, 2.074], [1.623, -1.429, 2.894], [1.295, -4.721, 3.612], [-0.606, -4.423, 1.943], [-1.092, -2.156, 1.058], [2.293, -0.563, 3.066]],
  "forces_ev_per_a": [[0.1, -1.8, 0.7], [0.4, 2.5, 3.1], [-0.3, -2.4, -3.1], [-3.6, 6.7, -5.7], [0.7, -4.4, 4.1], [-5.7, -1.5, -1.1], [4.8, 1.1, 1.2], [9.3, -1.1, -1.1], [-5.5, -0.5, 2.1], [0.0, 0.0, 0.6], [-0.1, -0.2, -0.1], [0.2, -0.1, -0.1], [0.0, 1.0, -0.1], [0.5, -0.2, 0.0], [-0.5, -0.3, 0.0], [-0.4, 0.1, -0.4], [0.7, 0.4, 0.5], [0.1, 0.5, -0.4], [-0.5, 0.0, 0.0], [0.2, -0.3, 0.0], [-0.1, 1.3, -0.6], [-0.1, 0.0, -0.2], [-0.2, -0.2, 0.0], [0.1, 0.1, 0.1], [0.4, -0.2, 0.4], [-0.5, -0.7, 0.0]],
  "de_lowest_kcal_mol": 24.2,
  "orbital_gap_ev": [4.1, 4.1],
  "mol_weight_da": 280.62,
  "fmax_ha_per_bohr": 0.18448,
  "lumo_ha": [-0.540, -0.540],
  "charge": 3,
  "multiplicity": 1
}